[1]
DFT (ωB97M-V/def2-TZVPD) results for a 5-piece molecular cluster, C40H77BrF2N3O16PSSi overall at a distorted geometry.

```
! wB97M-V def2-TZVPD RIJCOSX def2/J DEFGRID3
* xyz 0 1
C 10.65 6.20 0.42
C 12.07 5.61 1.00
Br 13.57 6.62 0.07
C 12.34 4.02 0.67
C 11.10 3.02 1.04
C 10.95 1.56 0.23
P 12.22 1.06 -1.16
O 11.56 0.24 -2.34
C 9.69 0.54 0.61
N 9.64 -0.76 -0.16
C 8.37 -0.93 -0.97
O 8.18 -0.03 -1.97
F 7.36 -2.00 -0.81
C 9.99 -1.97 0.68
O 9.17 -2.65 1.48
F 11.43 -2.42 0.64
C 8.56 0.91 1.75
C 7.27 -0.02 2.16
C 5.89 0.87 1.87
O 5.84 1.41 0.50
Si 5.39 3.11 0.46
C 6.89 4.33 0.53
C 4.06 3.62 1.77
C 4.55 3.42 -1.28
C 8.73 2.34 2.59
N 7.90 2.94 3.70
S 8.50 4.51 4.26
N 9.87 4.51 3.13
C 9.99 3.32 2.21
H 9.90 5.38 0.03
H 10.15 6.80 1.32
H 10.88 6.99 -0.44
H 12.19 5.79 2.15
H 13.30 3.60 1.24
H 12.48 3.96 -0.51
H 13.30 0.35 -0.48
H 12.85 2.22 -1.78
H 7.24 -0.25 3.32
H 7.15 -1.00 1.54
H 5.81 1.66 2.72
H 5.00 0.08 1.95
H 7.84 3.70 0.24
H 7.03 4.69 1.64
H 6.73 5.25 -0.21
H 3.34 4.38 1.25
H 3.53 2.71 2.29
H 4.65 4.23 2.62
H 3.87 4.39 -1.17
H 3.85 2.54 -1.62
H 5.39 3.70 -2.05
C -2.07 7.54 -1.95
O -1.15 6.78 -2.73
C 0.21 7.03 -2.40
C 1.02 5.73 -2.37
O 0.71 4.85 -1.27
C -0.58 4.23 -1.28
C -0.79 3.20 -2.40
O -0.90 3.85 -3.67
C -0.21 3.17 -4.71
H -2.12 8.56 -2.34
H -3.05 7.08 -2.04
H -1.79 7.54 -0.90
H 0.30 7.54 -1.43
H 0.61 7.69 -3.17
H 2.07 6.00 -2.24
H 0.96 5.19 -3.32
H -1.37 4.98 -1.27
H -0.65 3.70 -0.33
H -1.73 2.67 -2.23
H 0.03 2.48 -2.39
H 0.78 2.84 -4.38
H -0.08 3.86 -5.54
H -0.80 2.31 -5.05
C -3.96 -0.74 2.85
O -3.93 -1.12 1.49
C -4.02 -0.02 0.59
C -3.06 -0.20 -0.59
O -1.67 -0.07 -0.27
C -1.10 -1.11 0.54
C -1.01 -2.48 -0.13
O -2.30 -3.07 -0.27
C -2.49 -3.71 -1.52
H -4.98 -0.52 3.16
H -3.59 -1.58 3.45
H -3.31 0.12 3.04
H -3.80 0.93 1.10
H -5.05 0.02 0.22
H -3.27 0.61 -1.31
H -3.25 -1.12 -1.13
H -1.61 -1.17 1.51
H -0.08 -0.78 0.77
H -0.41 -3.15 0.50
H -0.50 -2.37 -1.10
H -2.11 -3.10 -2.35
H -3.56 -3.84 -1.68
H -2.00 -4.69 -1.52
C -7.43 -1.87 4.61
O -8.11 -1.28 3.52
C -7.95 -2.00 2.30
C -9.27 -2.06 1.52
O -10.28 -2.90 2.11
C -10.85 -2.44 3.34
C -11.71 -1.18 3.24
O -10.89 -0.03 3.00
C -11.44 0.86 2.05
H -6.37 -1.64 4.56
H -7.85 -1.45 5.53
H -7.59 -2.95 4.64
H -7.59 -3.02 2.48
H -7.20 -1.47 1.70
H -9.06 -2.51 0.54
H -9.67 -1.07 1.31
H -10.09 -2.35 4.12
H -11.51 -3.26 3.68
H -12.23 -1.01 4.18
H -12.45 -1.31 2.44
H -11.84 0.33 1.18
H -10.64 1.52 1.69
H -12.22 1.47 2.51
C -7.06 -7.06 0.30
O -7.03 -7.45 -1.06
C -7.12 -6.34 -1.96
C -6.16 -6.52 -3.14
O -4.77 -6.39 -2.82
C -4.20 -7.43 -2.01
C -4.10 -8.80 -2.68
O -5.40 -9.39 -2.82
C -5.58 -10.03 -4.08
H -8.08 -6.84 0.60
H -6.68 -7.90 0.90
H -6.40 -6.20 0.49
H -6.90 -5.39 -1.45
H -8.15 -6.30 -2.33
H -6.36 -5.71 -3.86
H -6.35 -7.45 -3.68
H -4.70 -7.49 -1.04
H -3.18 -7.10 -1.79
H -3.51 -9.47 -2.05
H -3.60 -8.69 -3.65
H -5.20 -9.42 -4.90
H -6.66 -10.17 -4.23
H -5.10 -11.01 -4.07
*
```

The SMILES is C[C@H](Br)Cc1c([PH2]=O)c(N(C(=O)F)C(=O)F)c(CCO[Si](C)(C)C)c2nsnc12.COCCOCCOC.COCCOCCOC.COCCOCCOC.COCCOCCOC. The HOMO-LUMO gap comes out at 6.54 eV. The calculation puts the highest occupied orbital energy at -9.02 eV.

=====

[2]
DFT (ωB97M-V/def2-TZVPD) results for a 9-piece molecular cluster, C19H19Cl24NO5 overall at a distorted geometry.

```
! wB97M-V def2-TZVPD RIJCOSX def2/J DEFGRID3
* xyz 0 1
C 2.78 -2.07 3.32
C 1.79 -0.90 3.00
O 0.43 -1.26 3.26
C 2.14 0.33 3.87
O 1.72 1.58 3.29
C 2.51 1.90 2.22
C 3.81 2.32 2.41
C 4.61 2.61 1.32
O 5.92 2.99 1.55
C 4.12 2.49 0.04
C 2.83 2.10 -0.16
C 2.02 1.81 0.94
C 0.67 1.36 0.40
O -0.22 0.77 0.94
N 0.68 1.78 -0.99
C 2.03 1.90 -1.45
O 2.41 1.85 -2.59
H 3.18 -2.44 2.38
H 2.25 -2.86 3.85
H 3.63 -1.71 3.91
H 1.86 -0.72 1.93
H 0.40 -1.44 4.21
H 1.64 0.26 4.84
H 3.21 0.32 4.08
H 4.17 2.39 3.43
H 6.38 2.20 1.85
H 4.76 2.69 -0.82
H 0.14 2.64 -0.99
Cl -2.23 -1.47 -3.39
C -1.68 0.16 -2.99
Cl -0.96 0.94 -4.40
Cl -3.01 1.13 -2.35
H -0.91 0.09 -2.22
Cl -2.13 -2.63 5.92
C -2.87 -1.45 4.83
Cl -4.63 -1.43 4.98
Cl -2.22 0.16 5.15
H -2.62 -1.72 3.81
Cl 4.14 5.95 -2.67
C 2.42 6.09 -2.32
Cl 1.77 4.53 -1.80
Cl 2.12 7.33 -1.10
H 1.91 6.38 -3.23
Cl 0.17 -4.53 3.00
C 1.05 -5.79 2.13
Cl 2.02 -5.09 0.83
Cl 2.08 -6.71 3.23
H 0.33 -6.47 1.69
Cl -3.23 -4.68 -3.60
C -3.98 -4.74 -5.20
Cl -4.12 -3.11 -5.88
Cl -3.07 -5.79 -6.28
H -4.98 -5.14 -5.09
Cl 4.61 8.40 -5.97
C 2.91 8.52 -5.52
Cl 2.07 7.00 -5.85
Cl 2.74 8.99 -3.83
H 2.46 9.29 -6.14
Cl -5.80 -4.65 9.27
C -5.19 -5.27 7.74
Cl -6.16 -6.64 7.18
Cl -5.15 -3.99 6.52
H -4.18 -5.62 7.90
Cl -7.57 -3.83 -9.16
C -7.04 -2.19 -8.80
Cl -6.34 -1.43 -10.23
Cl -8.37 -1.22 -8.17
H -6.27 -2.24 -8.04
*
```

The SMILES is C[C@@H](O)COc1cc(O)cc2c1C(=O)NC2=O.ClC(Cl)Cl.ClC(Cl)Cl.ClC(Cl)Cl.ClC(Cl)Cl.ClC(Cl)Cl.ClC(Cl)Cl.ClC(Cl)Cl.ClC(Cl)Cl. The HOMO-LUMO gap comes out at 9.28 eV. The calculation puts the highest occupied orbital energy at -9.78 eV.